The following is a DFT calculation (ωB97M-V/def2-TZVPD) of a 14-piece molecular cluster, C57H150N14O25 overall at a distorted geometry.

Computed properties:
Kohn-Sham gap in eV: 8.87
HOMO level in eV: -8.5
Max |F| in hartree/bohr: 0.0859
Electronic energy in eV: -133579.4585

Geometry as XYZ:
```
246
C57H150N14O25 (ωB97M-V/def2-TZVPD)
C 0.03 1.74 -3.60
O 1.22 2.00 -2.99
C 2.15 0.99 -3.33
C 3.58 1.37 -3.27
N 4.10 2.22 -4.37
C 3.56 3.61 -4.40
C 4.18 4.34 -5.56
O 5.64 4.26 -5.41
C 6.36 4.57 -6.55
H -0.46 0.84 -3.26
H 0.18 1.71 -4.66
H -0.64 2.57 -3.32
H 1.98 0.58 -4.29
H 2.05 0.19 -2.57
H 4.13 0.43 -3.43
H 3.80 1.82 -2.31
H 5.09 2.30 -4.19
H 3.89 4.04 -3.44
H 2.49 3.61 -4.47
H 3.72 5.39 -5.57
H 3.81 3.80 -6.47
H 6.48 5.70 -6.67
H 5.86 4.07 -7.40
H 7.35 4.18 -6.33
C 1.51 -11.02 2.61
O 0.81 -10.04 1.91
C 0.04 -9.13 2.68
C -0.87 -8.15 1.85
N -1.53 -7.27 2.84
C -2.94 -7.00 2.54
C -3.38 -5.90 3.51
O -3.01 -4.65 2.99
C -2.86 -3.67 3.98
H 1.95 -11.70 1.92
H 0.81 -11.60 3.24
H 2.23 -10.52 3.27
H 0.69 -8.55 3.32
H -0.74 -9.72 3.33
H -1.66 -8.70 1.35
H -0.34 -7.63 1.08
H -1.00 -6.41 2.75
H -3.52 -7.91 2.82
H -3.12 -6.75 1.48
H -2.96 -6.12 4.48
H -4.54 -5.97 3.60
H -2.16 -4.02 4.72
H -3.81 -3.21 4.39
H -2.49 -2.88 3.39
C -4.78 -2.24 1.23
O -4.38 -2.41 -0.10
C -5.04 -1.47 -0.92
C -4.32 -1.41 -2.26
N -5.07 -0.60 -3.17
C -5.55 -1.34 -4.38
C -6.81 -0.67 -4.96
O -6.51 0.61 -5.59
C -7.65 1.13 -6.18
H -5.82 -2.04 1.32
H -4.27 -1.37 1.69
H -4.49 -3.11 1.75
H -5.00 -0.41 -0.49
H -6.10 -1.65 -1.10
H -4.17 -2.39 -2.72
H -3.27 -1.10 -2.21
H -4.57 0.26 -3.37
H -5.77 -2.37 -4.02
H -4.64 -1.33 -5.05
H -7.53 -0.60 -4.14
H -7.32 -1.28 -5.65
H -7.97 0.76 -7.15
H -7.53 2.25 -6.38
H -8.45 0.94 -5.51
C -3.18 2.50 -4.42
O -3.47 1.96 -3.11
C -4.54 2.53 -2.41
C -4.24 3.90 -2.01
N -2.97 3.93 -1.27
C -2.42 5.24 -1.02
C -1.70 5.95 -2.21
O -0.44 5.35 -2.44
C -0.03 5.32 -3.78
H -2.65 3.44 -4.31
H -4.09 2.57 -5.02
H -2.54 1.74 -4.84
H -4.78 1.91 -1.55
H -5.46 2.48 -3.08
H -5.02 4.31 -1.38
H -4.19 4.47 -2.97
H -2.32 3.34 -1.75
H -1.67 5.03 -0.28
H -3.16 5.87 -0.50
H -1.71 7.05 -1.96
H -2.37 5.87 -3.11
H -0.30 6.26 -4.29
H -0.58 4.59 -4.42
H 1.08 5.19 -3.88
C 2.14 -7.34 -0.88
O 2.03 -6.51 0.24
C 3.21 -6.42 1.00
C 2.65 -5.84 2.34
N 2.21 -4.43 2.27
C 1.39 -4.11 3.38
C 1.94 -2.84 4.05
O 3.33 -3.04 4.24
C 4.01 -1.85 4.44
H 1.89 -8.42 -0.69
H 3.16 -7.33 -1.19
H 1.61 -7.01 -1.73
H 4.00 -5.82 0.52
H 3.68 -7.42 1.24
H 3.53 -5.72 3.02
H 1.89 -6.56 2.64
H 1.66 -4.27 1.46
H 1.48 -4.95 4.15
H 0.37 -4.05 3.23
H 1.46 -2.61 4.98
H 1.78 -2.02 3.35
H 4.96 -1.95 4.96
H 3.45 -1.05 4.99
H 4.22 -1.44 3.43
C 1.83 -2.69 -3.45
O 2.85 -3.54 -2.92
C 3.84 -3.72 -3.91
C 5.16 -3.99 -3.24
N 5.52 -2.82 -2.43
C 6.51 -3.03 -1.42
C 7.82 -3.45 -2.10
O 8.27 -2.65 -3.23
C 8.30 -1.26 -2.89
H 1.13 -2.52 -2.65
H 1.35 -3.10 -4.31
H 2.28 -1.78 -3.78
H 3.98 -2.77 -4.54
H 3.65 -4.50 -4.66
H 5.90 -4.36 -3.98
H 5.07 -4.91 -2.59
H 4.64 -2.57 -2.01
H 6.33 -3.76 -0.62
H 6.70 -2.06 -0.96
H 7.79 -4.44 -2.54
H 8.64 -3.41 -1.38
H 7.35 -0.82 -2.64
H 8.66 -0.77 -3.83
H 9.08 -1.01 -2.19
C 1.01 9.70 0.54
O 0.57 8.76 1.45
C -0.24 7.77 0.92
C -0.67 6.85 1.99
N 0.44 6.07 2.53
C 0.01 5.02 3.43
C -0.47 5.54 4.77
O 0.43 6.47 5.39
C 1.31 5.93 6.35
H 0.23 9.99 -0.14
H 1.90 9.32 0.00
H 1.25 10.55 1.19
H 0.23 7.26 0.11
H -1.19 8.22 0.54
H -1.35 6.11 1.58
H -1.27 7.46 2.76
H 1.17 6.56 3.02
H 0.85 4.37 3.53
H -0.73 4.43 2.93
H -0.68 4.76 5.54
H -1.45 6.02 4.71
H 1.22 6.48 7.28
H 2.37 6.09 5.96
H 1.13 4.87 6.59
C -6.90 -0.74 3.38
O -6.27 0.26 2.70
C -7.14 0.91 1.71
C -6.51 2.22 1.29
N -6.52 3.05 2.44
C -5.67 4.25 2.34
C -4.18 3.96 2.39
O -3.82 3.49 3.69
C -2.74 2.65 3.84
H -6.35 -1.65 3.50
H -7.87 -1.03 2.97
H -7.20 -0.33 4.37
H -8.15 1.17 2.14
H -7.39 0.25 0.84
H -7.21 2.66 0.56
H -5.56 2.01 0.72
H -6.25 2.53 3.25
H -5.89 5.03 3.06
H -5.99 4.81 1.45
H -3.61 4.86 2.08
H -3.95 3.13 1.74
H -2.90 1.71 3.23
H -2.52 2.49 4.85
H -1.83 2.97 3.39
C 1.55 1.32 3.83
O 2.23 2.23 4.22
N 1.80 0.64 2.66
N 0.39 0.84 4.49
H 1.11 0.03 2.25
H 2.35 1.11 1.93
H 0.09 -0.13 4.32
H 0.28 1.08 5.45
C 2.22 3.51 0.35
O 2.86 2.49 0.33
N 1.01 3.57 -0.27
N 2.57 4.63 0.93
H 1.06 3.00 -1.15
H 0.71 4.49 -0.56
H 1.85 5.29 1.25
H 3.45 4.67 1.47
C 2.99 -1.64 -0.05
O 1.91 -2.25 -0.13
N 3.25 -0.39 -0.42
N 4.13 -2.31 0.37
H 4.00 0.08 0.05
H 2.50 0.25 -0.56
H 3.82 -3.08 0.98
H 5.00 -1.78 0.67
C 5.85 2.64 2.85
C 5.81 1.40 2.02
O 5.45 1.73 0.68
O 4.61 3.44 2.87
H 6.58 3.36 2.44
H 6.25 2.33 3.82
H 5.11 0.73 2.46
H 6.83 0.95 2.05
H 4.59 2.13 0.65
H 3.83 2.95 3.30
C -0.56 0.40 -0.01
C -1.42 -0.50 0.84
O -0.65 -1.13 1.87
O 0.27 -0.27 -0.97
H -0.07 1.16 0.70
H -1.23 1.11 -0.58
H -2.04 -1.27 0.24
H -2.09 0.18 1.33
H -0.66 -2.05 1.74
H 0.62 -1.08 -0.56
C -1.10 -3.90 -0.67
C -1.70 -4.71 -1.74
O -1.78 -6.07 -1.24
O -1.71 -4.08 0.61
H -1.09 -2.82 -0.89
H -0.08 -4.25 -0.55
H -1.21 -4.79 -2.71
H -2.72 -4.34 -1.87
H -2.45 -5.97 -0.53
H -2.64 -4.00 0.54
```

The following is a DFT calculation (ωB97M-V/def2-TZVPD) of C57H45Br2KN10O2S as an isolated structure at a distorted geometry.

Computed properties:
Kohn-Sham gap (alpha / beta) in eV: 5.19 / 5.19
Total charge: -2
HOMO level (alpha / beta) in eV: -1.7 / -1.7
Max |F| in hartree/bohr: 0.0450
Electronic energy in eV: -246082.1514

Geometry as XYZ:
```
118
C57H45Br2KN10O2S (ωB97M-V/def2-TZVPD)
K 16.61 13.43 12.63
C 10.11 11.36 14.03
C 9.85 10.89 15.45
C 8.58 10.92 15.98
C 8.28 10.45 17.26
C 9.34 9.99 18.06
C 10.58 9.96 17.52
C 10.91 10.40 16.25
N 12.25 10.33 15.83
C 12.97 11.38 15.16
N 12.57 12.62 15.51
C 12.37 13.87 14.84
C 12.80 14.11 13.57
C 12.37 15.33 13.03
C 11.59 16.28 13.67
C 11.26 16.01 14.99
C 11.63 14.83 15.60
C 11.30 14.64 17.07
N 13.93 11.12 14.39
C 14.32 9.78 14.11
C 13.89 9.10 13.00
C 14.32 7.78 12.75
C 15.25 7.20 13.62
C 15.64 7.89 14.77
C 15.18 9.17 15.01
C 15.64 9.91 16.22
H 9.24 11.22 13.37
H 10.93 10.82 13.54
H 10.40 12.38 14.02
H 7.77 11.24 15.32
H 7.24 10.46 17.58
H 9.15 9.66 19.07
H 11.43 9.61 18.10
H 12.74 9.46 15.89
H 12.02 12.70 16.36
H 12.56 15.51 12.00
H 11.25 17.20 13.20
H 10.69 16.70 15.62
H 10.89 15.53 17.49
H 12.19 14.42 17.65
H 10.55 13.84 17.26
H 13.23 9.60 12.29
H 13.83 7.23 11.94
H 15.60 6.21 13.41
H 16.35 7.45 15.44
H 16.37 9.37 16.84
H 14.79 10.26 16.81
H 16.16 10.81 15.89
S 10.74 17.10 6.90
N 10.57 15.69 7.77
C 11.71 15.53 8.40
C 12.06 14.44 9.34
C 11.16 13.49 9.82
C 11.55 12.59 10.80
C 12.89 12.62 11.22
N 13.76 13.46 10.71
C 13.36 14.41 9.87
C 14.34 15.49 9.54
N 15.56 15.36 10.09
C 16.49 16.25 9.78
C 16.26 17.28 8.92
C 15.02 17.42 8.37
C 14.01 16.55 8.71
C 12.66 16.58 8.14
N 12.25 17.53 7.35
H 10.12 13.52 9.40
H 10.91 11.81 11.19
H 13.24 11.91 11.96
H 17.45 16.02 10.30
H 17.02 18.00 8.69
H 14.80 18.26 7.74
Br 18.66 15.99 13.79
C 20.29 15.27 13.01
C 21.41 15.37 13.76
C 22.59 14.83 13.20
C 22.64 14.33 11.92
C 21.44 14.22 11.14
C 21.42 13.75 9.79
C 20.24 13.63 9.14
C 19.02 14.03 9.78
C 18.95 14.43 11.10
C 20.20 14.58 11.76
H 21.46 15.91 14.70
H 23.49 14.93 13.81
H 23.59 14.06 11.46
H 22.33 13.43 9.31
H 20.23 13.25 8.10
H 18.12 13.86 9.18
N 15.91 13.66 15.80
H 15.22 14.36 15.58
H 15.61 12.91 15.25
H 16.82 13.95 15.55
Br 19.98 9.31 9.99
C 18.05 9.25 9.67
C 17.36 8.13 10.07
C 15.99 8.15 9.92
C 15.37 9.30 9.44
C 16.17 10.37 9.05
N 17.50 10.33 9.19
H 17.82 7.27 10.53
H 15.36 7.32 10.23
H 14.27 9.35 9.28
H 15.80 11.32 8.68
O 18.69 12.55 15.22
C 18.64 11.41 14.80
N 18.00 11.01 13.63
C 18.14 9.67 13.48
O 17.72 8.97 12.57
C 18.88 9.10 14.65
C 19.27 7.81 14.96
C 20.05 7.64 16.12
C 20.49 8.74 16.86
C 20.12 10.05 16.51
C 19.27 10.20 15.43
H 18.96 7.01 14.25
H 20.33 6.63 16.50
H 21.02 8.59 17.80
H 20.45 10.85 17.10
```

The following is a DFT calculation (ωB97M-V/def2-TZVPD) of C57H47N6OP2PrS2 as an isolated structure at a distorted geometry.

Computed properties:
Kohn-Sham gap (alpha / beta) in eV: 7.23 / 7.52
Total charge: +2
Spin multiplicity: 3
HOMO level (alpha / beta) in eV: -12.7 / -12.7
Max |F| in hartree/bohr: 0.0898
Electronic energy in eV: -125162.8229

Geometry as XYZ:
```
116
C57H47N6OP2PrS2 (ωB97M-V/def2-TZVPD)
Pr 0.45 -0.34 0.48
S 3.26 -0.48 0.66
C 2.63 -1.21 2.03
N 1.31 -1.16 2.45
C 1.12 -1.82 3.68
C -0.11 -1.84 4.40
C -0.11 -2.57 5.60
C 0.95 -3.35 5.94
C 2.18 -3.32 5.26
C 2.28 -2.47 4.21
S 3.61 -2.14 3.15
H -1.01 -1.36 3.97
H -0.92 -2.57 6.30
H 0.92 -3.97 6.81
H 2.96 -4.05 5.47
C -4.53 4.29 -1.65
C -3.66 4.41 -0.32
C -4.22 5.73 0.27
C -3.80 3.22 0.61
C -4.86 3.12 1.55
C -5.08 1.93 2.17
C -4.38 0.78 1.81
C -3.43 0.90 0.80
P -2.65 -0.46 0.01
C -3.60 -1.91 0.48
C -3.19 -2.64 1.59
C -3.62 -3.91 1.78
C -4.70 -4.41 1.05
C -5.24 -3.62 0.10
C -4.72 -2.39 -0.26
C -3.11 -0.31 -1.82
C -3.96 0.65 -2.45
C -4.17 0.66 -3.80
C -3.64 -0.38 -4.60
C -2.88 -1.37 -4.01
C -2.62 -1.29 -2.63
C -2.95 2.17 0.53
O -1.57 2.31 0.09
C -1.23 3.55 -0.50
C 0.09 3.87 -0.66
C 0.44 5.09 -1.25
C -0.56 6.00 -1.66
C -1.87 5.66 -1.49
C -2.23 4.50 -0.78
P 1.28 2.67 -0.01
C 2.82 2.93 -1.08
C 2.64 2.83 -2.48
C 3.77 2.85 -3.37
C 5.02 3.07 -2.84
C 5.23 3.29 -1.46
C 4.15 3.14 -0.60
C 1.69 3.54 1.53
C 2.35 4.77 1.47
C 2.58 5.50 2.63
C 1.97 5.16 3.85
C 1.33 3.88 3.95
C 1.20 3.12 2.77
H -5.55 4.03 -1.37
H -4.12 3.44 -2.24
H -4.54 5.28 -2.15
H -5.25 5.60 0.53
H -4.18 6.55 -0.49
H -3.66 6.02 1.17
H -5.66 3.89 1.75
H -5.85 1.84 2.98
H -4.62 -0.20 2.26
H -2.45 -2.27 2.29
H -3.07 -4.45 2.49
H -4.98 -5.43 1.08
H -5.94 -4.08 -0.59
H -5.25 -1.76 -0.95
H -4.46 1.39 -1.78
H -4.78 1.43 -4.29
H -3.70 -0.34 -5.73
H -2.56 -2.28 -4.56
H -2.09 -2.09 -2.15
H 1.45 5.40 -1.43
H -0.28 6.95 -2.11
H -2.66 6.33 -1.89
H 1.67 2.92 -2.93
H 3.71 2.55 -4.40
H 5.89 2.87 -3.46
H 6.17 3.62 -1.11
H 4.23 3.44 0.44
H 2.76 5.16 0.60
H 3.00 6.48 2.55
H 2.02 5.82 4.69
H 0.75 3.63 4.82
H 0.90 2.10 2.86
C 2.12 -1.35 -2.64
C 1.57 -2.44 -1.92
N 0.58 -2.24 -0.99
C 0.28 -3.51 -0.50
C 0.97 -4.50 -1.13
N 1.76 -3.81 -2.11
C 2.84 -4.41 -2.94
N 3.54 -5.61 -2.37
N 3.18 -6.90 -2.80
N 3.73 -7.78 -2.02
C 4.62 -7.10 -1.18
C 5.39 -7.55 -0.10
C 6.06 -6.62 0.68
C 5.99 -5.26 0.38
C 5.28 -4.81 -0.67
C 4.57 -5.71 -1.49
H 2.59 -1.55 -3.69
H 2.84 -0.79 -2.02
H 1.25 -0.66 -2.81
H -0.47 -3.70 0.26
H 0.81 -5.56 -1.09
H 3.64 -3.62 -3.13
H 2.50 -4.68 -3.96
H 5.50 -8.66 0.01
H 6.50 -7.05 1.55
H 6.56 -4.51 0.96
H 5.28 -3.73 -0.98
```

Which energy relative to the best compared isomer or geometry (same formula, charge and spin) belongs to each record? In order, 0.0, 94.6, 295.5 kJ/mol.